DFT (the ωB97M-V functional and the def2-TZVPD basis) results for a structure of composition C10H19O12Zn.

Output
E = -83668.5040 eV
frontier orbital gap = 6.966 eV
HOMO = -0.053 eV
total charge = -3

Last column: Mulliken charge in e.
CARTESIAN COORDINATES (ANGSTROEM)
1 Zn 16.384 -15.312 -11.665  2.546
2 C 15.640 -11.760 -10.043  -0.707
3 C 14.602 -12.661 -10.726  0.466
4 O 13.578 -12.119 -11.189  -0.753
5 O 14.930 -13.876 -10.790  -0.482
6 H 16.534 -11.711 -10.663  -0.010
7 H 15.869 -12.184 -9.063  0.237
8 H 15.329 -10.717 -9.921  0.283
9 C 16.214 -18.626 -13.719  -0.878
10 C 17.467 -18.073 -13.035  0.432
11 O 17.307 -16.980 -12.437  -0.522
12 O 18.517 -18.719 -13.174  -0.774
13 H 16.273 -19.718 -13.815  0.338
14 H 15.965 -18.180 -14.681  0.164
15 H 15.325 -18.476 -13.090  0.167
16 C 17.699 -11.935 -13.189  -1.021
17 C 18.544 -12.947 -12.404  0.403
18 O 19.729 -12.637 -12.201  -0.773
19 O 17.947 -13.978 -11.982  -0.834
20 H 17.528 -11.047 -12.577  0.309
21 H 16.717 -12.316 -13.473  0.166
22 H 18.255 -11.630 -14.080  0.338
23 C 15.352 -14.319 -15.823  -1.041
24 C 14.677 -14.612 -14.467  0.376
25 O 13.446 -14.486 -14.421  -0.782
26 O 15.462 -15.027 -13.570  -0.171
27 H 15.547 -13.255 -15.964  0.262
28 H 14.760 -14.733 -16.643  0.303
29 H 16.310 -14.850 -15.841  0.274
30 C 17.148 -17.961 -8.902  -0.642
31 C 17.230 -16.444 -8.673  0.389
32 O 16.952 -15.719 -9.665  -0.668
33 O 17.642 -16.059 -7.558  -0.799
34 H 17.948 -18.468 -8.366  0.285
35 H 17.307 -18.161 -9.966  0.016
36 H 16.144 -18.319 -8.657  0.208
37 O 14.667 -16.599 -11.174  -0.568
38 H 13.814 -16.442 -11.591  0.269
39 H 14.533 -16.573 -10.222  0.243
40 O 19.479 -15.408 -14.110  -0.646
41 H 19.674 -14.629 -14.638  0.285
42 H 18.812 -15.081 -13.476  0.312


DFT (the ωB97M-V functional and the def2-TZVPD basis) results for a cluster of 2 separate species, C4H10O3 in total.

Output
E = -10449.5220 eV
frontier orbital gap = 6.172 eV
HOMO = 0.572 eV
total charge = -2

Last column: Mulliken charge in e.
CARTESIAN COORDINATES (ANGSTROEM)
1 C 1.845 -1.115 -1.215  -0.474
2 O 2.590 -2.255 -1.293  -0.946
3 C 1.127 -0.880 0.112  -0.433
4 C 0.167 0.326 0.186  -0.310
5 C -0.867 0.181 1.369  -0.373
6 O -1.814 1.130 1.605  -0.910
7 H 1.027 -1.082 -1.992  0.114
8 H 2.390 -0.167 -1.428  0.145
9 H 0.514 -1.786 0.279  0.193
10 H 1.829 -0.885 0.953  0.306
11 H -0.283 0.389 -0.823  0.209
12 H 0.723 1.268 0.262  0.200
13 H -1.282 -0.835 1.173  0.184
14 H -0.149 0.059 2.216  0.176
15 H -2.324 1.705 -1.463  0.258
16 H -2.072 1.687 0.081  0.399
17 O -2.471 2.223 -0.688  -0.735


DFT (the ωB97M-V functional and the def2-TZVPD basis) results for a structure of composition C2H4ClNO2.

Output
E = -20242.6548 eV
frontier orbital gap = 8.996 eV
HOMO = -10.271 eV

Last column: Mulliken charge in e.
CARTESIAN COORDINATES (ANGSTROEM)
1 C -0.054 -1.088 0.988  -1.069
2 C -0.282 -0.138 -0.261  0.319
3 N 0.969 1.728 -1.514  0.397
4 O 1.262 2.818 -1.398  -0.147
5 O 0.091 1.179 -0.052  -0.457
6 Cl -2.051 -0.071 -0.620  -0.244
7 H 1.010 -1.384 1.097  0.273
8 H -0.329 -0.575 2.013  0.276
9 H -0.825 -1.926 1.034  0.331
10 H 0.208 -0.543 -1.289  0.321